Entry 1:
The following is a DFT calculation (ωB97M-V/def2-TZVPD) of 12 unconnected molecules or ions with the total composition H24O12.

The geometry in ORCA input format:
```
! RIJCOSX wB97M-V def2-TZVPD def2/J DEFGRID3
* xyz 0 1
O -0.621 1.191 -2.806
H -0.338 0.314 -2.546
H -0.993 1.073 -3.680
O 1.996 1.869 1.750
H 2.886 1.816 1.402
H 1.458 2.111 0.997
O 2.652 -0.172 -1.692
H 2.733 -0.426 -0.773
H 1.815 -0.542 -1.971
O 0.521 -1.666 -2.705
H 0.589 -2.619 -2.758
H -0.361 -1.506 -2.371
O 2.378 -2.155 1.301
H 1.652 -1.536 1.221
H 2.082 -2.934 0.831
O -1.607 -3.932 -0.208
H -2.391 -3.692 0.287
H -0.955 -3.278 0.042
O 0.794 2.547 -0.602
H 1.373 3.181 -1.024
H 0.460 2.011 -1.321
O 0.354 -0.435 4.036
H 0.924 0.133 4.555
H -0.182 0.169 3.522
O 0.246 -0.560 0.388
H -0.201 -0.529 -0.458
H -0.053 0.225 0.846
O -1.799 2.964 0.569
H -1.803 3.645 1.242
H -0.873 2.829 0.370
O -2.023 -1.221 -2.170
H -2.048 -2.005 -2.719
H -2.939 -1.054 -1.949
O -1.687 1.074 2.789
H -2.250 1.417 2.095
H -1.788 1.695 3.510
*
```

Output
total energy	-24959.9286	eV
energy relative to the best compared isomer or geometry (same formula, charge and spin)	1.7658	eV
SMILES	O.O.O.O.O.O.O.O.O.O.O.O
HOMO	-10.414	eV
maximum force	0.82	eV/Å
orbital gap	10.1	eV

These are the natural (NBO) partial charges, in e, on atoms 1 to 2: -0.953, 0.470



Entry 2:
The following is a DFT calculation (ωB97M-V/def2-TZVPD) of 12 unconnected molecules or ions with the total composition H24O12.

The geometry in ORCA input format:
```
! RIJCOSX wB97M-V def2-TZVPD def2/J DEFGRID3
* xyz 0 1
O 16.984 -10.377 -1.588
H 16.782 -11.177 -2.009
H 16.195 -10.225 -1.025
O 14.877 -10.502 0.209
H 13.949 -10.741 0.067
H 15.134 -11.353 0.616
O 13.803 -11.254 -3.365
H 13.956 -10.443 -2.900
H 14.103 -11.013 -4.254
O 12.751 -7.066 -4.064
H 12.506 -7.718 -4.706
H 13.707 -7.042 -4.011
O 14.973 -9.361 2.867
H 14.139 -9.006 3.001
H 15.013 -9.558 1.965
O 13.450 -5.112 -0.015
H 13.944 -5.097 0.803
H 13.916 -5.746 -0.523
O 14.153 -4.554 -2.843
H 13.626 -3.748 -2.680
H 13.701 -5.280 -2.398
O 15.116 -6.838 -1.504
H 15.643 -6.990 -2.315
H 15.588 -7.167 -0.762
O 11.104 -9.828 -2.871
H 11.883 -9.319 -2.776
H 10.493 -9.286 -3.403
O 13.516 -8.950 -1.536
H 13.847 -9.044 -0.614
H 13.776 -8.046 -1.815
O 12.245 -11.409 0.298
H 12.210 -12.345 0.554
H 11.429 -11.238 -0.133
O 12.782 -8.036 1.302
H 12.286 -8.747 1.787
H 12.201 -7.759 0.586
*
```

Output
total energy	-24959.5445	eV
energy relative to the best compared isomer or geometry (same formula, charge and spin)	2.1499	eV
SMILES	O.O.O.O.O.O.O.O.O.O.O.O
HOMO	-10.873	eV
maximum force	3.18	eV/Å
orbital gap	10.8	eV

These are the natural (NBO) partial charges, in e, on atoms 1 to 2: -0.969, 0.464



Entry 3:
The following is a DFT calculation (ωB97M-V/def2-TZVPD) of 12 unconnected molecules or ions with the total composition H24O12.

The geometry in ORCA input format:
```
! RIJCOSX wB97M-V def2-TZVPD def2/J DEFGRID3
* xyz 0 1
O -1.062 -0.487 -4.026
H -0.682 0.259 -3.510
H -1.441 -1.056 -3.349
O 0.490 -2.248 -1.681
H 0.492 -2.947 -1.018
H 0.434 -1.363 -1.251
O 0.436 0.115 -0.256
H -0.496 -0.025 -0.166
H 0.619 0.801 -0.887
O -1.834 0.193 1.878
H -2.611 0.108 2.422
H -1.430 -0.663 1.937
O 2.498 -1.815 1.262
H 3.384 -1.449 1.455
H 2.162 -1.454 0.480
O -2.601 -0.052 -1.342
H -2.200 -0.862 -1.028
H -2.982 0.329 -0.532
O 0.009 -1.575 2.743
H 0.534 -1.344 2.003
H 0.140 -0.761 3.296
O 0.294 1.565 -2.876
H -0.098 2.423 -2.652
H 0.927 1.847 -3.543
O -0.333 2.240 2.031
H -1.064 1.680 1.923
H -0.590 2.903 2.703
O -1.713 -2.658 0.098
H -2.626 -2.407 0.247
H -1.779 -3.526 0.469
O 2.226 3.007 -1.127
H 2.716 2.260 -0.863
H 1.803 2.708 -1.924
O 2.391 1.217 2.144
H 1.460 1.207 1.997
H 2.527 1.832 2.944
*
```

Output
total energy	-24959.4313	eV
energy relative to the best compared isomer or geometry (same formula, charge and spin)	2.2631	eV
SMILES	O.O.O.O.O.O.O.O.O.O.O.O
HOMO	-10.118	eV
maximum force	3.32	eV/Å
orbital gap	9.9	eV

These are the natural (NBO) partial charges, in e, on atoms 1 to 2: -0.965, 0.479



Entry 4:
The following is a DFT calculation (ωB97M-V/def2-TZVPD) of 12 unconnected molecules or ions with the total composition H24O12.

The geometry in ORCA input format:
```
! RIJCOSX wB97M-V def2-TZVPD def2/J DEFGRID3
* xyz 0 1
O -1.479 1.255 -3.076
H -2.220 1.703 -3.497
H -1.872 0.499 -2.619
O 2.645 -1.885 0.246
H 2.243 -2.669 -0.138
H 2.050 -1.155 -0.007
O -2.122 -1.225 -1.169
H -2.742 -1.751 -1.685
H -1.865 -1.820 -0.411
O 0.265 -0.843 2.896
H 0.323 -1.391 3.684
H 0.107 -1.464 2.171
O 2.301 2.801 -1.435
H 2.827 2.309 -0.770
H 2.828 3.580 -1.633
O 0.588 -2.630 -2.108
H 0.252 -3.472 -1.787
H 0.440 -1.991 -1.383
O -1.492 2.490 0.100
H -2.381 2.493 -0.280
H -1.004 3.148 -0.415
O -2.623 0.256 1.194
H -2.246 1.142 1.076
H -2.395 -0.212 0.376
O 0.432 -0.183 -0.443
H 0.500 0.784 -0.433
H -0.504 -0.363 -0.280
O 0.736 1.727 1.937
H 0.239 0.897 2.046
H 0.074 2.392 1.718
O 3.652 1.810 0.824
H 3.009 1.139 1.097
H 3.698 2.414 1.573
O -1.248 -2.922 0.784
H -1.022 -3.802 0.458
H -1.996 -3.061 1.386
*
```

Output
total energy	-24960.0565	eV
energy relative to the best compared isomer or geometry (same formula, charge and spin)	1.6379	eV
SMILES	O.O.O.O.O.O.O.O.O.O.O.O
HOMO	-10.502	eV
maximum force	0.99	eV/Å
orbital gap	10.0	eV

These are the natural (NBO) partial charges, in e, on atoms 1 to 2: -0.939, 0.460



Entry 5:
The following is a DFT calculation (ωB97M-V/def2-TZVPD) of 12 unconnected molecules or ions with the total composition H24O12.

The geometry in ORCA input format:
```
! RIJCOSX wB97M-V def2-TZVPD def2/J DEFGRID3
* xyz 0 1
O -11.492 2.365 -7.237
H -10.645 1.855 -7.342
H -12.103 1.640 -7.164
O -12.837 1.003 -10.060
H -13.581 0.447 -10.323
H -13.194 1.847 -9.744
O -10.660 2.836 -9.864
H -11.098 2.654 -9.018
H -10.504 1.949 -10.194
O -8.360 3.721 -7.400
H -8.512 3.991 -8.291
H -7.659 4.278 -7.001
O -14.869 2.467 -6.908
H -14.787 2.676 -7.858
H -14.210 2.913 -6.420
O -13.176 4.567 -6.060
H -12.305 4.667 -6.462
H -13.683 4.707 -6.892
O -9.116 0.975 -7.637
H -8.741 1.816 -7.325
H -8.859 0.157 -7.197
O -13.547 0.354 -4.874
H -13.054 0.102 -5.696
H -13.505 -0.458 -4.400
O -10.955 5.040 -7.455
H -10.357 5.487 -8.050
H -10.768 4.095 -7.501
O -9.677 0.375 -10.303
H -8.799 0.329 -10.717
H -9.505 0.445 -9.320
O -9.740 3.088 -4.912
H -9.962 2.171 -4.752
H -8.785 3.165 -4.925
O -13.040 0.009 -7.599
H -12.878 0.466 -8.434
H -12.407 -0.733 -7.644
*
```

Output
total energy	-24959.4022	eV
energy relative to the best compared isomer or geometry (same formula, charge and spin)	2.2923	eV
SMILES	O.O.O.O.O.O.O.O.O.O.O.O
HOMO	-10.271	eV
maximum force	2.86	eV/Å
orbital gap	10.0	eV

These are the natural (NBO) partial charges, in e, on atoms 1 to 2: -0.998, 0.487



Entry 6:
The following is a DFT calculation (ωB97M-V/def2-TZVPD) of 12 unconnected molecules or ions with the total composition H24O12.

The geometry in ORCA input format:
```
! RIJCOSX wB97M-V def2-TZVPD def2/J DEFGRID3
* xyz 0 1
O -25.506 -19.780 -22.259
H -25.947 -19.725 -21.408
H -25.769 -18.976 -22.720
O -28.142 -21.514 -19.200
H -27.871 -20.653 -19.531
H -28.958 -21.695 -19.676
O -26.488 -15.463 -16.077
H -26.584 -16.168 -15.424
H -25.651 -15.034 -15.859
O -26.940 -18.300 -19.568
H -26.378 -17.512 -19.504
H -27.655 -18.141 -18.936
O -28.911 -14.072 -15.882
H -28.826 -13.447 -15.156
H -28.061 -14.559 -15.912
O -25.917 -13.627 -20.961
H -25.650 -14.089 -20.147
H -26.879 -13.758 -21.049
O -24.333 -19.661 -18.887
H -25.280 -19.469 -18.898
H -24.292 -20.613 -18.746
O -28.668 -14.058 -20.882
H -29.510 -13.993 -21.340
H -28.898 -14.227 -19.949
O -24.457 -14.860 -18.815
H -24.132 -15.768 -18.634
H -23.643 -14.349 -18.864
O -28.450 -19.636 -21.478
H -29.281 -19.164 -21.560
H -27.859 -19.006 -21.020
O -29.942 -14.357 -18.337
H -30.901 -14.330 -18.264
H -29.607 -14.178 -17.426
O -23.443 -17.303 -17.817
H -23.591 -18.156 -18.300
H -22.827 -17.559 -17.125
*
```

Output
total energy	-24960.4901	eV
energy relative to the best compared isomer or geometry (same formula, charge and spin)	1.2043	eV
SMILES	O.O.O.O.O.O.O.O.O.O.O.O
HOMO	-9.706	eV
maximum force	0.90	eV/Å
orbital gap	9.5	eV

These are the natural (NBO) partial charges, in e, on atoms 1 to 2: -0.927, 0.460